{
  "formula": "C22H27CsN5O5S",
  "method": "ωB97M-V/def2-TZVPD",
  "symbols": ["Cs", "O", "C", "C", "C", "N", "C", "C", "C", "O", "O", "C", "O", "O", "H", "H", "H", "C", "C", "C", "C", "C", "C", "C", "C", "C", "C", "C", "C", "H", "H", "H", "H", "H", "H", "H", "H", "H", "H", "H", "H", "H", "H", "H", "H", "H", "H", "C", "C", "N", "N", "C", "S", "N", "N", "H", "H", "H", "H", "H", "H"],
  "positions_angstrom": [[0.941, 0.092, -0.243], [2.890, -6.429, -0.020], [2.243, -5.235, -0.165], [2.174, -4.577, -1.383], [1.522, -3.355, -1.433], [0.945, -2.806, -0.364], [0.984, -3.467, 0.797], [1.630, -4.681, 0.950], [0.243, -2.839, 1.989], [-0.009, -3.585, 2.940], [-0.058, -1.614, 1.863], [1.446, -2.568, -2.754], [1.227, -3.255, -3.761], [1.619, -1.330, -2.638], [3.242, -6.686, -0.879], [2.592, -4.989, -2.294], [1.630, -5.182, 1.907], [-0.386, 3.436, 2.401], [0.454, 3.410, 1.146], [1.827, 3.160, 1.234], [2.482, 3.049, 2.590], [2.586, 3.011, 0.068], [4.047, 2.638, 0.153], [1.990, 3.205, -1.183], [2.829, 3.156, -2.439], [0.618, 3.473, -1.270], [-0.035, 3.587, -2.628], [-0.146, 3.597, -0.104], [-1.613, 3.945, -0.192], [-0.426, 4.434, 2.848], [0.009, 2.754, 3.152], [-1.408, 3.123, 2.197], [2.436, 2.031, 2.989], [1.991, 3.699, 3.313], [3.529, 3.341, 2.553], [4.688, 3.525, 0.200], [4.365, 2.059, -0.711], [4.261, 2.041, 1.038], [2.426, 3.820, -3.201], [2.867, 2.150, -2.869], [3.853, 3.473, -2.247], [0.013, 4.609, -3.017], [-1.082, 3.296, -2.590], [0.450, 2.935, -3.352], [-1.821, 4.557, -1.068], [-1.935, 4.514, 0.678], [-2.242, 3.051, -0.251], [-2.730, -3.690, 0.703], [-3.660, -2.554, 0.505], [-4.948, -2.590, 0.639], [-5.340, -1.298, 0.401], [-4.335, -0.460, 0.090], [-4.441, 1.167, -0.265], [-3.243, -1.280, 0.180], [-1.940, -0.855, -0.054], [-3.311, -4.607, 0.766], [-2.157, -3.568, 1.624], [-2.020, -3.765, -0.123], [-6.305, -1.030, 0.449], [-1.329, -1.197, 0.708], [-1.612, -1.299, -0.908]],
  "forces_ev_per_a": [[0.26, 0.44, -0.10], [0.00, 0.00, 0.00], [0.01, 0.01, -0.06], [-0.05, -0.03, 0.08], [0.00, 0.06, -0.12], [-0.03, -0.22, 0.08], [-0.06, -0.06, 0.02], [0.00, -0.05, -0.01], [0.05, -0.06, 0.07], [0.02, 0.02, 0.00], [-0.06, -0.02, 0.08], [0.00, -0.30, 0.10], [0.10, 0.10, -0.09], [-0.07, 0.19, -0.06], [0.00, 0.00, 0.00], [0.00, -0.01, 0.00], [-0.02, 0.02, 0.01], [-0.01, -0.03, 0.01], [-0.01, -0.03, 0.01], [0.00, -0.06, -0.01], [0.00, -0.01, 0.00], [0.08, 0.22, -0.02], [0.06, 0.03, 0.03], [0.01, 0.15, 0.01], [-0.04, -0.06, 0.01], [0.08, -0.03, -0.04], [-0.02, -0.02, 0.02], [-0.05, 0.02, -0.01], [0.00, -0.01, 0.01], [0.00, 0.00, -0.01], [0.00, 0.01, 0.00], [0.00, 0.00, 0.00], [0.00, 0.00, 0.00], [0.00, -0.01, 0.00], [0.00, 0.00, 0.00], [0.01, -0.01, 0.00], [-0.02, -0.03, 0.00], [-0.02, -0.02, -0.01], [0.00, -0.01, -0.01], [0.00, 0.00, 0.00], [0.01, -0.01, 0.01], [0.00, 0.00, 0.00], [0.00, -0.01, 0.01], [0.00, 0.00, -0.01], [0.00, 0.00, -0.01], [0.01, 0.00, 0.00], [0.01, 0.00, 0.00], [-0.03, 0.01, -0.01], [0.00, -0.02, 0.04], [-0.01, 0.02, 0.10], [0.03, -0.01, -0.15], [-0.04, 0.06, 0.29], [-0.01, -0.02, -0.05], [0.06, 0.13, -0.14], [0.02, -0.26, -0.08], [0.00, -0.01, 0.00], [0.00, 0.00, 0.00], [0.01, 0.01, 0.00], [-0.01, -0.03, -0.03], [-0.14, -0.02, 0.16], [-0.09, -0.04, -0.09]],
  "relative_energy_kcal_mol": 16.2,
  "charge": -1
}